(1)
The following is a quantum chemistry calculation of the molecule C6H13N at a distorted geometry, from the OMol25 dataset.

Results
**SMILES string**: C[C@H]1N(C)C1(C)C
**LUMO energy**: 1.10 eV

Each line ends with the natural charge from an NBO analysis.
Positions of all 20 atoms, in Å:
C: -1.284 1.750 0.606  -0.617
C: -0.675 0.371 0.685  -0.066
N: -0.816 -0.495 -0.468  -0.421
C: -1.199 -1.882 -0.284  -0.413
C: 0.521 -0.022 -0.144  0.096
C: 1.607 -0.896 0.495  -0.637
C: 1.154 0.998 -1.142  -0.631
H: -2.351 1.719 0.848  0.212
H: -0.797 2.439 1.307  0.208
H: -1.178 2.152 -0.405  0.217
H: -0.789 -0.102 1.672  0.183
H: -0.814 -2.483 -1.116  0.200
H: -0.870 -2.351 0.661  0.169
H: -2.293 -1.923 -0.322  0.204
H: 2.378 -0.152 0.418  0.220
H: 1.530 -1.197 1.552  0.215
H: 1.895 -1.787 -0.085  0.212
H: 0.407 1.366 -1.846  0.224
H: 1.974 0.606 -1.772  0.214
H: 1.598 1.889 -0.659  0.210

(2)
The following is a quantum chemistry calculation of C22H18BeN4O2 as an isolated structure at a distorted geometry, from the OMol25 dataset.

Results
**LUMO energy**: -0.66 eV

Each line ends with the natural charge from an NBO analysis.
Positions of all 47 atoms, in Å:
Be: -0.948 -0.135 0.007  1.700
O: -1.276 -0.125 1.608  -0.867
C: -1.236 0.927 2.335  0.440
C: -1.028 0.893 3.759  -0.294
C: -1.169 1.970 4.524  -0.163
C: -1.384 3.237 3.952  -0.284
C: -1.493 3.338 2.618  -0.140
C: -1.460 2.204 1.786  -0.276
C: -1.796 2.346 0.389  0.191
N: -1.632 1.438 -0.522  -0.653
C: -2.020 1.709 -1.891  -0.229
C: -0.869 1.348 -2.844  -0.240
N: -0.350 0.101 -2.344  -0.472
C: -0.535 -0.992 -2.987  0.161
C: -0.269 -2.293 -2.379  -0.229
C: 0.147 -3.383 -3.173  -0.150
C: 0.245 -4.661 -2.627  -0.283
C: -0.040 -4.814 -1.258  -0.178
C: -0.529 -3.776 -0.508  -0.294
C: -0.750 -2.497 -1.061  0.399
O: -1.365 -1.575 -0.398  -0.947
H: -0.907 -0.125 4.162  0.219
H: -1.086 1.816 5.620  0.217
H: -1.361 4.162 4.577  0.216
H: -1.553 4.285 2.128  0.201
H: -2.129 3.301 0.043  0.166
H: -2.406 2.704 -1.952  0.186
H: -2.901 1.114 -2.108  0.208
H: -0.110 2.108 -2.832  0.193
H: -1.246 1.180 -3.843  0.180
H: -0.914 -0.957 -3.953  0.147
H: 0.318 -3.275 -4.249  0.207
H: 0.650 -5.457 -3.194  0.211
H: 0.032 -5.773 -0.702  0.212
H: -0.775 -3.958 0.541  0.215
N: 6.294 0.479 0.860  -0.266
C: 5.146 0.344 0.789  0.264
C: 3.692 0.339 0.704  -0.108
C: 2.945 -0.812 1.047  -0.195
C: 1.599 -0.817 0.873  0.054
N: 0.952 0.176 0.250  -0.520
C: 1.622 1.312 -0.004  0.079
C: 2.985 1.438 0.243  -0.213
H: 3.434 -1.708 1.452  0.243
H: 0.972 -1.666 1.110  0.237
H: 1.088 2.139 -0.527  0.215
H: 3.416 2.393 -0.022  0.239

(3)
The following is a quantum chemistry calculation of C26H50AlOP2Si as an isolated structure at a distorted geometry, from the OMol25 dataset.

Results
**LUMO energy**: -3.07 eV
**Charge**: +1

Each line ends with the Mulliken charge.
Positions of all 81 atoms, in Å:
Al: -0.354 0.850 -0.930  -4.033
C: -0.814 -1.983 0.317  0.022
C: 0.490 -2.454 0.064  1.346
C: 0.703 -0.488 1.244  0.180
C: -0.710 -0.702 0.984  1.787
C: 1.414 -1.545 0.647  -0.004
C: -2.052 -2.774 0.149  -1.676
H: -2.060 -3.326 -0.801  0.373
H: -2.949 -2.146 0.190  0.319
H: -2.142 -3.523 0.955  0.358
C: -1.789 -0.181 1.852  -1.539
H: -2.766 -0.227 1.354  0.362
H: -1.612 0.858 2.160  0.142
H: -1.854 -0.796 2.768  0.322
C: 1.274 0.485 2.195  -1.202
H: 1.357 0.048 3.208  0.283
H: 0.677 1.399 2.270  -0.024
H: 2.292 0.770 1.889  0.367
C: 2.882 -1.749 0.720  -1.924
H: 3.153 -2.388 1.575  0.336
H: 3.401 -0.792 0.845  0.365
H: 3.257 -2.230 -0.190  0.394
C: 0.845 -3.744 -0.557  -1.740
H: 0.960 -4.541 0.199  0.365
H: 1.804 -3.664 -1.092  0.316
H: 0.076 -4.074 -1.270  0.356
C: -1.480 1.752 -5.351  -0.243
C: -1.781 0.428 -5.356  -0.462
C: -1.184 -0.534 -6.356  -1.035
C: 0.306 -0.326 -6.692  -1.034
C: 1.147 0.102 -5.531  -0.241
C: 1.510 1.382 -5.258  -0.293
C: 0.880 2.581 -5.900  -1.002
C: -0.599 2.444 -6.338  -1.434
H: -1.769 -0.482 -7.292  0.362
H: 0.401 0.353 -7.549  0.311
H: -1.318 -1.564 -5.999  0.391
H: -0.658 2.003 -7.340  0.315
H: -2.007 2.437 -4.678  0.488
H: -2.706 0.051 -4.889  1.072
H: -0.985 3.472 -6.458  0.501
H: 0.958 3.435 -5.210  0.246
H: 2.461 1.594 -4.747  1.258
H: 1.478 2.876 -6.783  0.461
H: 0.697 -1.293 -7.044  0.473
H: 1.590 -0.743 -4.996  0.207
P: -1.847 0.296 -2.551  1.197
C: -3.387 1.217 -2.744  -1.142
C: -1.667 -1.443 -3.062  -0.196
P: 1.593 1.172 -2.176  1.076
C: -0.157 1.225 -3.063  1.704
C: 2.566 -0.285 -2.671  -1.404
C: 2.368 2.805 -2.370  -0.924
H: -3.390 2.071 -2.049  0.141
H: -4.216 0.547 -2.471  0.408
H: -3.548 1.584 -3.762  0.516
H: -1.250 -1.543 -4.072  -0.092
H: -2.665 -1.909 -3.038  0.484
H: -1.023 -1.980 -2.352  -0.380
H: 2.254 3.212 -3.382  0.268
H: 3.442 2.727 -2.136  0.511
H: 1.913 3.504 -1.650  0.036
H: -0.358 2.239 -3.414  1.035
H: -0.041 0.556 -3.907  -1.480
H: 3.465 -0.326 -2.036  0.483
H: 2.896 -0.257 -3.714  0.596
H: 2.001 -1.211 -2.493  0.279
C: -0.198 4.043 2.339  -1.224
Si: -1.096 3.684 0.722  0.663
C: -2.943 3.658 1.056  -1.061
C: -0.631 4.976 -0.549  -1.094
O: -0.649 2.245 0.071  1.410
H: -0.397 5.088 2.628  0.445
H: 0.891 3.929 2.242  0.324
H: -0.531 3.410 3.175  0.331
H: -3.266 4.629 1.462  0.429
H: -3.509 3.477 0.131  0.244
H: -3.227 2.880 1.779  0.297
H: 0.459 5.098 -0.594  0.290
H: -0.977 4.674 -1.546  0.213
H: -1.076 5.951 -0.310  0.427

(4)
The following is a quantum chemistry calculation of a 4-piece molecular cluster, C24H20F4 overall at a distorted geometry, from the OMol25 dataset.

Results
**SMILES string**: Fc1ccccc1.Fc1ccccc1.Fc1ccccc1.Fc1ccccc1
**LUMO energy**: 0.73 eV

Each line ends with the natural charge from an NBO analysis.
Positions of all 48 atoms, in Å:
F: -3.079 0.023 5.493  -0.326
C: -3.349 -0.958 4.608  0.400
C: -4.449 -1.766 4.809  -0.286
C: -4.737 -2.734 3.863  -0.194
C: -3.958 -2.849 2.719  -0.235
C: -2.843 -2.031 2.542  -0.185
C: -2.535 -1.087 3.502  -0.291
H: -5.048 -1.633 5.701  0.229
H: -5.593 -3.387 3.973  0.218
H: -4.132 -3.635 1.994  0.215
H: -2.161 -2.172 1.714  0.218
H: -1.710 -0.390 3.427  0.236
F: 0.066 -0.436 1.508  -0.338
C: 0.660 -1.213 0.570  0.388
C: 0.960 -0.667 -0.659  -0.285
C: 1.522 -1.489 -1.630  -0.175
C: 1.719 -2.841 -1.382  -0.234
C: 1.359 -3.372 -0.144  -0.193
C: 0.850 -2.554 0.850  -0.292
H: 0.736 0.371 -0.858  0.241
H: 1.740 -1.070 -2.604  0.221
H: 2.158 -3.484 -2.132  0.217
H: 1.519 -4.423 0.058  0.218
H: 0.520 -2.931 1.811  0.231
F: 3.275 3.966 -2.422  -0.325
C: 3.674 2.835 -1.808  0.399
C: 3.124 2.503 -0.588  -0.293
C: 3.465 1.295 0.001  -0.190
C: 4.430 0.489 -0.587  -0.230
C: 4.999 0.861 -1.794  -0.196
C: 4.619 2.037 -2.417  -0.290
H: 2.405 3.190 -0.157  0.240
H: 3.053 1.053 0.972  0.221
H: 4.721 -0.430 -0.095  0.218
H: 5.688 0.169 -2.261  0.217
H: 5.072 2.389 -3.336  0.229
F: 0.065 3.878 -0.797  -0.330
C: -0.729 3.012 -1.463  0.396
C: -0.841 3.125 -2.830  -0.292
C: -1.747 2.303 -3.484  -0.178
C: -2.505 1.381 -2.779  -0.236
C: -2.252 1.184 -1.425  -0.188
C: -1.433 2.071 -0.735  -0.294
H: -0.276 3.871 -3.371  0.234
H: -1.834 2.379 -4.560  0.216
H: -3.171 0.700 -3.291  0.218
H: -2.815 0.476 -0.828  0.221
H: -1.204 1.990 0.320  0.236

(5)
The following is a quantum chemistry calculation of C37H33GeInN5O4 as an isolated structure at a distorted geometry, from the OMol25 dataset.

Results
**LUMO energy**: -2.96 eV
**Charge**: +1

Each line ends with the Mulliken charge.
Positions of all 81 atoms, in Å:
In: 0.518 -2.074 -1.568  2.470
O: 1.291 -5.087 -4.347  -0.554
C: 1.238 -4.089 -3.706  0.114
N: 1.067 -4.018 -2.336  -0.272
C: 0.614 -5.097 -1.642  0.073
O: 0.458 -6.265 -1.951  -0.623
C: 0.180 -4.677 -0.172  0.529
C: -0.306 -5.725 0.621  -0.567
C: -0.770 -5.316 1.908  -0.500
C: -0.521 -4.048 2.397  -0.800
C: 0.050 -3.123 1.553  -0.425
N: 0.358 -3.432 0.295  -0.149
C: 0.988 -2.769 -4.393  0.896
C: 1.312 -2.775 -5.779  -0.829
C: 1.061 -1.595 -6.448  -0.242
C: 0.441 -0.534 -5.801  -0.910
C: 0.212 -0.620 -4.456  -0.350
N: 0.499 -1.706 -3.746  -0.158
H: -0.343 -6.740 0.279  0.575
H: -1.207 -6.005 2.588  0.494
H: -0.702 -3.819 3.444  0.472
H: 0.250 -2.117 1.839  0.781
H: 1.892 -3.612 -6.120  0.499
H: 1.374 -1.639 -7.505  0.388
H: 0.299 0.376 -6.313  0.458
H: -0.173 0.224 -3.899  0.612
C: -5.043 -3.322 -2.521  -0.875
N: -3.817 -2.875 -1.913  0.166
C: -3.687 -2.635 -0.575  -0.859
C: -2.418 -2.117 -0.394  -0.604
N: -1.804 -2.116 -1.624  0.082
C: -2.700 -2.506 -2.508  -0.465
H: -5.607 -2.479 -2.830  0.371
H: -5.578 -4.040 -1.893  0.313
H: -4.779 -3.813 -3.481  0.315
H: -4.462 -2.879 0.161  0.459
H: -2.003 -1.731 0.508  0.695
H: -2.519 -2.676 -3.558  0.435
O: 2.400 -0.920 -1.728  -0.759
C: 2.041 -0.176 -0.760  0.384
O: 0.951 -0.491 -0.123  -0.365
C: 2.934 1.015 -0.434  -1.273
C: 2.783 1.595 0.962  -1.274
Ge: 1.194 2.606 1.637  1.790
C: 1.515 2.598 3.569  -0.183
C: 1.039 3.676 4.403  -0.186
C: 1.195 3.691 5.751  -0.840
C: 1.887 2.658 6.353  -0.241
C: 2.376 1.605 5.622  -0.735
C: 2.236 1.589 4.230  0.183
C: 1.219 4.482 1.046  0.478
C: 0.108 5.271 1.471  -0.657
C: 0.089 6.624 1.154  -0.767
C: 1.089 7.176 0.376  -0.498
C: 2.130 6.385 -0.119  -0.626
C: 2.206 5.006 0.226  -0.225
C: -0.573 1.751 1.269  0.211
C: -1.343 1.143 2.297  -0.266
C: -2.648 0.752 2.052  -0.738
C: -3.243 1.097 0.806  -0.440
C: -2.491 1.705 -0.137  -0.692
C: -1.152 1.988 0.036  -0.302
H: 2.791 1.725 -1.274  0.258
H: 3.891 0.584 -0.715  0.580
H: 3.612 2.273 1.148  0.667
H: 3.107 0.783 1.656  0.141
H: 0.544 4.475 3.925  0.341
H: 0.819 4.536 6.324  0.401
H: 2.072 2.722 7.421  0.359
H: 3.074 0.901 6.146  0.293
H: 2.774 0.706 3.637  -0.009
H: -0.687 4.806 2.035  0.456
H: -0.647 7.326 1.561  0.357
H: 1.091 8.238 0.181  0.390
H: 2.845 6.780 -0.775  0.472
H: 3.040 4.395 -0.104  0.295
H: -0.858 1.014 3.295  0.336
H: -3.213 0.248 2.850  0.369
H: -4.218 0.707 0.517  0.427
H: -2.946 1.924 -1.072  0.471
H: -0.700 2.503 -0.832  0.402

(6)
The following is a quantum chemistry calculation of C25H41Cl3FeN3O3SSi as an isolated structure at a distorted geometry, from the OMol25 dataset.

Results
**<S²>**: 6.02
**2S+1**: 5
**LUMO energy (alpha / beta)**: 2.47 / 2.47 eV
**Charge**: -1

Each line ends with the Mulliken spin population.
Positions of all 78 atoms, in Å:
C: 1.194 3.747 -2.039  0.002
C: 1.306 2.283 -2.329  0.001
H: 1.937 4.289 -2.640  0.000
H: 1.349 3.993 -0.975  -0.001
H: 0.186 4.094 -2.321  -0.001
C: 2.296 1.790 -3.095  0.003
C: 3.424 2.561 -3.712  0.000
H: 2.290 0.735 -3.360  0.000
H: 3.858 3.341 -3.074  0.000
H: 3.168 3.033 -4.669  0.000
H: 4.231 1.857 -3.940  0.000
Fe: -1.182 1.103 1.268  3.568
Cl: -2.725 0.989 -0.407  0.093
Cl: 0.231 0.827 3.022  0.102
C: -1.651 -2.266 -0.718  -0.002
O: -0.894 -1.771 0.127  0.037
N: -1.579 -3.546 -1.155  0.000
C: -0.618 -4.497 -0.615  0.001
C: -2.436 -4.039 -2.219  0.000
H: -2.455 -1.675 -1.203  0.000
H: 0.091 -3.991 0.046  -0.001
H: -0.078 -4.973 -1.449  0.000
H: -1.148 -5.285 -0.056  -0.001
H: -3.132 -3.245 -2.515  0.000
H: -3.002 -4.920 -1.880  0.000
H: -1.835 -4.329 -3.096  0.000
H: 2.845 1.219 0.527  0.000
H: 3.877 -0.258 -1.277  0.000
C: 3.105 0.422 1.239  -0.012
C: 4.003 -1.043 -0.511  0.000
N: 3.022 -0.853 0.559  -0.001
H: 2.385 0.430 2.061  0.006
C: 2.237 -1.863 1.042  0.001
O: 1.548 -1.803 2.062  0.001
H: 3.871 -2.028 -0.984  0.000
H: 2.289 -2.782 0.424  0.000
H: 4.124 0.595 1.621  0.000
H: 5.036 -0.962 -0.128  0.000
O: 0.533 1.290 -0.386  0.041
C: 0.196 1.404 -1.684  -0.008
C: 0.926 -0.932 -2.079  -0.003
C: 0.030 0.066 -2.430  0.007
H: 1.547 -0.756 -1.192  -0.003
C: 1.045 -2.098 -2.842  -0.001
H: -0.763 1.946 -1.758  0.003
C: -0.885 -0.171 -3.465  0.003
H: 1.774 -2.864 -2.567  0.000
C: 0.197 -2.289 -3.940  0.000
C: -0.786 -1.340 -4.227  0.000
H: -1.678 0.547 -3.702  0.003
H: 0.289 -3.193 -4.553  0.000
H: -1.494 -1.525 -5.046  0.000
Si: -0.763 4.359 2.992  0.003
Cl: -0.724 3.450 0.968  0.054
C: 0.657 3.889 4.107  0.004
C: -2.471 3.815 3.494  -0.005
C: -0.679 6.206 2.620  0.001
H: 1.446 3.342 3.575  -0.001
H: 0.336 3.288 4.973  0.000
H: 1.055 4.848 4.487  0.000
H: 0.361 6.538 2.540  0.001
H: -1.145 6.740 3.461  0.000
H: -1.208 6.467 1.701  0.000
H: -2.664 2.745 3.329  0.008
H: -3.189 4.402 2.895  0.000
H: -2.593 4.063 4.555  -0.001
S: -2.635 0.046 2.843  0.028
C: -2.535 -1.622 2.653  0.022
N: -1.371 -2.331 2.822  0.027
C: -1.357 -3.701 2.730  0.001
C: -2.529 -4.389 2.471  0.011
C: -3.722 -3.689 2.266  0.010
C: -3.724 -2.303 2.365  0.003
H: -0.452 -1.847 2.839  -0.009
H: -0.396 -4.184 2.873  0.001
H: -2.524 -5.485 2.409  0.001
H: -4.654 -4.211 2.047  0.001
H: -4.618 -1.700 2.226  0.000

These records have relative energy (zero: lowest compared OMol25 entry of this formula, charge and spin) values of 27.21; 0.00; 0.00; 0.00; 0.00; 27.44 kcal per mole, in the order they appear.